C5H8O | ωB97M-V with the def2-TZVPD basis set

Output
Total charge: 0
Total energy: -7359.9926 eV
Relative energy (zero: lowest compared OMol25 entry of this formula, charge and spin): 218.3 kJ/mol
HOMO energy: -8.41 eV
E_LUMO: 1.08 eV
SMILES: C1=COC=CC1.[H][H]

Last column: Löwdin charge in e.
Positions of all 14 atoms, in Å:
C1 1.50612 0.34949 -0.74908  -0.188
C2 0.85346 1.27380 0.24701  -0.079
C3 -0.42427 1.15203 0.59081  -0.136
O1 -1.26688 0.17532 0.12581  -0.099
C4 -0.66913 -0.83670 -0.58123  -0.149
C5 0.59427 -0.82606 -0.99229  -0.078
H1 1.70908 0.88108 -1.69182  0.111
H2 2.48486 0.01142 -0.38273  0.107
H3 1.43280 2.07173 0.70151  0.103
H4 -0.94047 1.80288 1.28779  0.122
H5 -2.36944 -1.11164 1.74153  0.022
H6 -1.36408 -1.65328 -0.74399  0.117
H7 -2.63836 -1.71138 2.09090  0.044
H8 0.96991 -1.69705 -1.52086  0.103

Forces on the atoms, in the same order (eV/Å):
0.021 -0.001 -0.006
-0.161 0.004 0.047
0.216 0.116 0.022
0.060 0.030 -0.044
0.180 -0.115 -0.111
-0.152 -0.013 0.040
-0.005 -0.079 0.135
-0.152 0.041 -0.031
-0.109 -0.090 -0.073
0.113 -0.061 -0.099
-0.056 -0.089 0.059
0.132 0.105 -0.004
0.003 0.025 0.010
-0.091 0.125 0.054

***

CHClINO | ωB97M-V with the def2-TZVPD basis set

Output
Total charge: 0
Total energy: -25210.5981 eV
Relative energy (zero: lowest compared OMol25 entry of this formula, charge and spin): 148.6 kJ/mol
HOMO energy: -9.90 eV
E_LUMO: -0.87 eV

Last column: Löwdin charge in e.
Positions of all 6 atoms, in Å:
C1 -0.00943 0.32503 -0.03356  -1.225
N1 0.17026 -0.58091 0.97683  -0.182
O1 0.37356 -1.72828 0.78270  0.048
Cl1 -1.69672 0.78159 0.12739  0.593
I1 0.52255 0.12209 -2.10804  0.759
H1 0.63979 1.08048 0.25469  0.007

Forces on the atoms, in the same order (eV/Å):
-1.006 1.101 -2.782
0.136 -2.222 2.878
0.288 -0.586 -0.668
-0.262 0.337 0.061
0.038 -0.589 0.064
0.806 1.960 0.447

***

C5H8N2 | ωB97M-V with the def2-TZVPD basis set

Output
Total charge: 0
Total energy: -8291.3484 eV
Relative energy (zero: lowest compared OMol25 entry of this formula, charge and spin): 352.0 kJ/mol
HOMO energy: -7.19 eV
E_LUMO: 0.99 eV

Last column: Löwdin charge in e.
Positions of all 15 atoms, in Å:
C1 -0.05910 1.67649 0.81762  -0.115
C2 -0.96460 -0.61885 1.16626  -0.193
C3 -0.50192 0.76121 1.63761  -0.129
C4 -0.24504 -0.96278 -0.09712  -0.104
C5 1.03821 -0.40359 -1.97415  -0.032
N1 0.27410 1.28679 -0.58149  0.016
N2 0.21447 0.02893 -0.81255  -0.284
H1 0.08268 2.73032 1.13644  0.106
H2 -0.78944 -1.36233 1.97446  0.100
H3 -2.11489 -0.69763 1.04676  0.122
H4 -0.60697 0.96388 2.66008  0.072
H5 -0.17601 -2.06667 -0.13506  0.133
H6 0.39307 -1.02667 -2.69650  0.111
H7 1.43879 0.51895 -2.52583  0.099
H8 2.01664 -0.82805 -1.61653  0.098

Forces on the atoms, in the same order (eV/Å):
0.703 -0.251 -3.164
-1.457 0.423 0.756
-0.973 -1.770 0.076
-1.166 -0.335 2.519
0.725 1.034 -1.906
-0.544 3.283 2.253
1.502 -2.823 -0.923
0.292 -0.934 -0.745
0.220 0.257 -0.585
1.390 0.461 0.020
-0.209 0.377 1.343
0.796 1.022 -1.577
1.360 0.679 1.323
-1.241 -1.098 0.806
-1.396 -0.325 -0.199

***

C3H8NO2 | ωB97M-V with the def2-TZVPD basis set

Output
Total charge: +1
Total energy: -8817.7944 eV
Relative energy (zero: lowest compared OMol25 entry of this formula, charge and spin): 208.2 kJ/mol
HOMO energy: -14.59 eV
E_LUMO: -4.28 eV
SMILES: [NH3+]CC(=O)CO

Last column: Löwdin charge in e.
Positions of all 14 atoms, in Å:
C1 -0.41762 0.66685 0.10233  -0.268
C2 0.28384 -0.49355 -0.64287  0.001
C3 0.27502 1.43851 1.18832  -0.139
N1 -0.85202 -1.47863 -1.04087  0.203
O1 -1.63875 0.66905 0.00894  0.092
O2 -0.68620 1.95794 2.14189  -0.019
H1 1.06426 -0.87725 -0.06432  0.123
H2 0.71894 -0.18540 -1.50473  0.107
H3 0.94422 0.77633 1.69526  0.129
H4 0.97510 2.18466 0.83287  0.145
H5 -1.03830 -2.21982 -0.29913  0.208
H6 -0.68160 -1.88582 -1.92146  0.139
H7 -1.67363 -0.73865 -1.04399  0.182
H8 -1.54775 1.79086 1.68585  0.096

Forces on the atoms, in the same order (eV/Å):
-1.154 -1.262 0.660
-2.636 -0.200 1.193
-1.072 0.768 0.879
-0.243 1.994 2.992
0.867 0.417 -0.269
0.305 -0.772 -2.114
0.809 -1.239 1.088
1.176 1.108 -2.832
0.317 -0.935 0.507
-0.179 0.646 -0.478
0.251 1.176 -1.223
0.133 -0.737 -1.346
0.867 -1.435 0.129
0.560 0.472 0.816

***

C2H5ClN2O3S | ωB97M-V with the def2-TZVPD basis set

Output
Total charge: 0
Total energy: -34630.9545 eV
Relative energy (zero: lowest compared OMol25 entry of this formula, charge and spin): 48.6 kJ/mol
HOMO energy: -10.24 eV
E_LUMO: -0.41 eV
SMILES: O=S(=O)(/N=C/CCl)NO

Last column: Löwdin charge in e.
Positions of all 14 atoms, in Å:
C1 -0.27965 -0.49788 -0.82881  -0.283
C2 -0.89547 -1.62567 -1.62833  -0.542
N1 0.68715 -0.76662 -0.03960  -0.054
N2 -0.48868 1.66855 0.87436  -0.057
O1 2.33801 1.24846 -0.02565  -0.296
O2 1.59205 0.11197 2.07481  -0.280
O3 -0.82822 1.18265 2.12499  -0.147
S1 1.34172 0.51548 0.74617  0.716
Cl1 -0.22698 -1.31284 -3.23585  0.619
H1 -0.69984 0.48166 -0.86451  0.091
H2 -1.97739 -1.67766 -1.45728  0.096
H3 -0.42680 -2.56350 -1.28173  0.082
H4 -0.05447 2.51133 1.02588  0.027
H5 -0.08143 0.72408 2.51555  0.028

Forces on the atoms, in the same order (eV/Å):
0.010 -1.485 0.603
1.266 -0.234 1.493
0.130 -0.311 -0.857
2.235 -4.319 -0.520
-1.283 -1.295 0.869
0.240 -0.419 1.518
-1.993 0.280 0.568
-1.437 3.624 -2.754
-0.630 -0.032 -0.578
-0.310 0.686 -0.366
0.188 0.217 -0.880
-0.404 0.402 -0.166
1.398 2.941 0.586
0.590 -0.054 0.485

***

C18H19F3N6ORuS2Se | ωB97M-V with the def2-TZVPD basis set

Output
Total charge: -1
Spin multiplicity: 2
Total energy: -127717.7071 eV
Relative energy (zero: lowest compared OMol25 entry of this formula, charge and spin): 18.0 kJ/mol
HOMO energy (alpha / beta): -4.42 / -4.44 eV
E_LUMO (alpha / beta): 1.97 / 1.67 eV
Expectation value of S²: 0.76

Last column: Löwdin charge in e.
Positions of all 51 atoms, in Å:
Ru1 0.17232 -0.02589 -0.57517  1.128
N1 0.38269 -0.45930 -4.93018  0.054
C1 0.13133 -0.38224 -3.58937  -0.807
S1 1.50442 -0.13970 -2.55350  0.688
N2 -1.12834 -0.48593 -3.24561  0.006
N3 -1.31043 -0.34988 -1.90461  -0.164
C2 -2.48560 -0.47373 -1.41150  -0.062
C3 -2.61390 -0.35818 0.03193  -0.291
C4 -3.80889 -0.55030 0.70521  -0.020
C5 -3.81982 -0.43973 2.08494  -0.058
C6 -2.64260 -0.15014 2.75215  -0.039
C7 -1.48547 0.03448 2.01226  -0.098
N4 -1.47939 -0.05873 0.69159  -0.034
H1 1.32918 -0.67311 -5.19109  0.068
H2 -0.34550 -0.87943 -5.48409  0.087
H3 -3.33756 -0.67359 -2.05081  0.129
H4 -4.70989 -0.76789 0.14867  0.114
H5 -4.74274 -0.57460 2.63386  0.106
H6 -2.61009 -0.05065 3.82745  0.108
H7 -0.53884 0.28544 2.47361  0.118
F1 0.33036 4.85811 3.11370  0.099
C8 -0.58293 4.29952 2.27806  -0.604
F2 -1.21680 3.36193 3.01347  0.103
F3 -1.47772 5.27172 2.02537  0.107
C9 0.07908 3.73658 1.05592  -0.157
C10 1.39788 4.03831 0.82000  -0.019
C11 2.01766 3.55987 -0.33236  -0.080
C12 1.32407 2.63744 -1.07476  -0.227
N5 0.06824 2.23056 -0.81161  -0.086
C13 -0.65843 2.93736 0.12467  -0.768
S2 -2.34548 2.96052 0.03267  0.590
H8 1.94360 4.65805 1.51798  0.120
H9 3.03693 3.81471 -0.57972  0.098
H10 1.79739 2.14663 -1.91576  0.018
Se1 3.85204 0.96001 2.65508  0.403
C14 2.50222 0.61274 1.53740  -0.945
N6 1.62035 0.38895 0.81579  -0.065
C15 0.58491 -4.05620 -0.90961  -0.045
C16 1.17086 -2.91315 -0.08100  -0.710
C17 2.54013 -2.51762 -0.62727  -0.091
C18 1.32162 -3.33948 1.38234  -0.043
O1 0.20418 -1.88248 -0.08017  -0.344
H11 1.24647 -4.92683 -0.90362  0.079
H12 0.44569 -3.72780 -1.94161  0.077
H13 -0.38643 -4.34644 -0.50596  0.078
H14 3.23945 -3.34468 -0.47878  0.082
H15 2.92667 -1.64179 -0.10268  0.060
H16 2.49259 -2.28880 -1.68798  0.004
H17 1.97988 -4.20723 1.47709  0.078
H18 0.34278 -3.59153 1.79543  0.078
H19 1.74185 -2.51586 1.96218  0.077

Forces on the atoms, in the same order (eV/Å):
-0.100 0.388 -0.363
0.034 -0.096 0.016
0.074 0.061 -0.038
-0.292 -0.105 -0.143
-0.069 -0.023 -0.026
0.051 -0.072 0.215
-0.007 0.005 -0.118
-0.013 0.067 0.124
0.033 0.026 -0.034
-0.005 0.000 0.044
-0.019 0.036 -0.004
-0.019 0.161 0.039
0.196 -0.149 0.057
0.012 0.017 -0.007
-0.030 0.052 -0.019
-0.001 0.020 -0.013
0.001 -0.012 -0.008
0.002 -0.002 0.005
-0.004 0.004 -0.002
0.008 -0.031 -0.002
0.004 0.008 -0.001
-0.014 -0.057 0.076
0.003 0.011 -0.037
0.004 0.020 -0.007
0.056 -0.015 0.002
-0.052 0.034 0.019
-0.067 0.028 -0.071
0.151 0.117 0.089
0.435 -0.393 0.264
-0.329 0.199 -0.288
-0.003 -0.266 0.111
-0.008 -0.007 0.007
0.004 0.004 -0.015
0.000 0.046 0.134
0.042 -0.006 0.032
-0.068 0.057 0.055
0.093 -0.036 -0.008
0.026 0.016 -0.025
0.135 0.122 0.208
0.057 -0.033 0.090
-0.006 -0.031 -0.004
-0.329 -0.043 -0.356
-0.003 0.013 -0.001
-0.002 0.005 -0.012
-0.007 -0.003 0.006
0.008 -0.001 0.022
-0.010 -0.053 -0.017
0.022 -0.092 0.011
0.002 0.009 0.000
0.000 -0.001 -0.005
0.004 -0.001 -0.002

***

C30H51As3ClGeN3O8SeTl | ωB97M-V with the def2-TZVPD basis set

Output
Total charge: -1
Total energy: -374371.8667 eV
Relative energy (zero: lowest compared OMol25 entry of this formula, charge and spin): 189.4 kJ/mol
HOMO energy (alpha / beta): -1.09 / -1.77 eV
E_LUMO (alpha / beta): 2.29 / 2.28 eV

Last column: Löwdin charge in e.
Positions of all 99 atoms, in Å:
Tl1 0.37548 1.52794 -2.18667  0.828
O1 -0.21522 6.01921 -0.19016  0.105
C1 -0.24287 4.71892 -0.22993  -0.538
O2 0.61131 3.98353 -0.69884  -0.113
C2 -1.46958 4.18534 0.46364  -0.255
C3 -2.26740 5.05291 1.29668  -0.088
C4 -3.27246 4.41261 2.02366  -0.148
C5 -3.48754 3.05125 1.97684  -0.108
C6 -2.72905 2.34971 1.02881  -0.268
N1 -1.68870 2.89973 0.42703  0.147
C7 -3.12331 0.96901 0.77709  -0.446
O3 -4.39400 0.65898 0.97870  0.037
O4 -2.34783 0.09689 0.22735  -0.108
H1 0.63916 6.30666 -0.59822  0.146
H2 -1.93870 6.09238 1.35545  0.072
H3 -3.86546 5.06497 2.66606  0.087
H4 -4.18533 2.60537 2.69221  0.080
H5 -4.74807 1.05991 1.82384  0.109
C8 2.58772 -2.92360 -0.85984  -0.319
As1 2.95314 -1.07595 -0.28811  1.069
C9 4.28973 -0.49554 -1.69409  -0.313
C10 4.26352 -1.56612 1.14258  -0.384
C11 4.55428 -0.71451 2.41429  -0.700
C12 5.44583 -1.60572 3.36630  -0.106
C13 3.34179 -0.30414 3.17713  -0.393
As2 1.71756 0.43643 2.30911  1.070
C14 0.48291 0.23531 3.87272  -0.322
C15 1.94062 2.38770 2.31231  -0.331
C16 5.34221 0.47444 1.90800  -0.387
As3 6.74797 1.30374 3.04848  1.116
C17 7.63521 2.43225 1.64098  -0.339
C18 5.78527 2.82260 3.92183  -0.338
H6 3.26423 -3.06599 -1.70279  0.013
H7 1.52792 -2.95543 -1.13551  -0.017
H8 2.83072 -3.67129 -0.06702  0.025
H9 5.27229 -0.60406 -1.22063  -0.009
H10 4.15905 0.58231 -1.87284  0.004
H11 4.14081 -1.04378 -2.64466  0.006
H12 5.21965 -1.86122 0.66862  0.075
H13 3.72833 -2.51492 1.42083  0.057
H14 4.83329 -2.45376 3.70726  0.074
H15 5.80749 -1.09941 4.28566  0.052
H16 6.31897 -2.03307 2.83955  0.080
H17 3.50962 0.48678 3.94221  0.066
H18 2.90515 -1.16954 3.77047  0.084
H19 0.75949 1.14203 4.48069  0.025
H20 0.66374 -0.66166 4.43657  -0.003
H21 -0.55694 0.34767 3.54299  0.007
H22 2.49584 2.77209 3.20555  0.024
H23 0.93169 2.78010 2.39425  0.011
H24 2.42020 2.71743 1.38341  0.011
H25 4.77105 1.34260 1.52246  0.078
H26 5.91975 0.19908 0.98778  0.064
H27 7.92070 1.76018 0.83355  0.006
H28 8.50308 2.81532 2.16747  -0.005
H29 7.04367 3.28302 1.29850  0.018
H30 4.90762 2.37687 4.42735  0.004
H31 5.46428 3.54591 3.20729  -0.001
H32 6.46537 3.31117 4.61225  0.003
C19 -5.77218 1.56605 -3.31074  -0.005
N2 -4.70402 0.57716 -3.61364  -0.054
C20 -3.33222 0.86792 -3.80100  -0.699
Se1 -2.45743 2.51801 -3.55263  0.529
N3 -2.73173 -0.18171 -4.35811  0.135
C21 -3.65498 -1.24239 -4.40898  -0.155
C22 -3.49680 -2.57644 -4.76331  -0.010
C23 -4.64651 -3.34370 -4.87950  -0.095
C24 -5.94168 -2.84854 -4.55388  -0.078
C25 -6.07932 -1.52482 -4.06166  -0.016
C26 -4.90795 -0.76615 -3.94905  -0.169
H33 -5.36160 2.38037 -2.70947  0.073
H34 -6.56680 1.04986 -2.83416  0.071
H35 -6.07220 2.01515 -4.24900  0.090
H36 -1.74150 -0.24486 -4.50627  0.085
H37 -2.49531 -3.02722 -4.87420  0.114
H38 -4.46189 -4.35092 -5.23845  0.096
H39 -6.85955 -3.40426 -4.71842  0.091
H40 -7.04344 -1.03067 -3.95395  0.103
C27 -1.36229 -4.09767 -0.33629  -0.216
Ge1 -2.70361 -2.85160 0.48313  0.913
C28 -4.45865 -3.79675 0.20643  -0.238
C29 -2.46747 -2.40869 2.42789  -0.205
C30 -2.72188 -1.11313 -0.58335  -0.168
H41 -1.95208 -5.04490 -0.49327  0.017
H42 -0.46627 -4.24509 0.27784  0.005
H43 -1.03312 -3.68754 -1.30449  0.000
H44 -4.35629 -4.90523 0.30487  0.012
H45 -4.89274 -3.53154 -0.77087  0.003
H46 -5.16969 -3.47183 1.01707  0.020
H47 -1.52019 -1.89451 2.60863  -0.002
H48 -2.46570 -3.32970 3.00734  0.002
H49 -3.32475 -1.78409 2.75636  0.025
H50 -3.70873 -0.82947 -1.02572  0.082
H51 -1.95183 -1.08824 -1.32072  0.026
O5 0.02241 -2.46918 -4.70885  -0.333
Cl1 0.60209 -1.42105 -3.93073  0.625
O6 0.16095 -0.21128 -4.53029  -0.462
O7 2.03769 -1.56943 -3.84961  -0.339
O8 0.09397 -1.47255 -2.49548  -0.488

Forces on the atoms, in the same order (eV/Å):
-0.371 0.304 0.702
1.819 2.401 -0.867
-2.553 -3.490 1.450
0.956 0.533 -0.822
0.447 1.319 0.937
0.687 -0.085 -1.037
-0.068 0.810 0.555
-1.322 2.304 1.272
-0.641 -4.527 -0.895
1.734 -0.815 -1.623
1.028 5.155 0.617
-3.089 -1.134 1.980
2.444 -3.172 -1.412
-0.822 -0.261 0.361
-0.739 -0.295 0.268
-0.006 -0.334 0.204
0.185 0.062 -0.301
0.751 -0.591 -1.509
0.472 -0.220 0.443
0.423 0.908 -0.701
-0.282 -0.006 0.351
-0.839 -1.442 0.482
1.097 -0.744 -0.585
-0.252 -0.146 -0.132
-1.879 0.299 2.065
-1.185 -0.735 -0.698
0.888 2.211 0.051
0.689 0.061 1.102
1.143 1.639 -1.195
0.103 0.600 -0.135
-0.429 -0.533 0.756
-0.148 -1.335 0.214
-0.385 -0.393 -0.161
0.428 -0.197 -0.136
-0.276 0.595 -0.558
0.025 -0.272 -0.543
-0.133 -0.335 -0.032
0.310 0.258 0.630
-0.396 0.090 0.247
0.778 0.615 0.299
0.117 0.151 -0.161
-0.270 -0.007 -0.652
-0.289 0.340 0.150
0.619 -0.576 -0.211
0.575 0.762 -0.748
-0.556 -0.957 -0.049
-0.018 -0.413 0.141
0.324 -0.174 0.025
-0.195 -0.320 -0.666
-0.179 0.145 -0.341
-0.228 -0.016 0.237
-0.427 -0.574 0.339
-0.188 -0.063 0.796
0.140 0.245 -0.107
0.323 0.063 -0.227
-0.140 -0.264 -0.093
0.484 0.486 0.000
-0.383 0.444 -0.643
-0.046 -0.104 0.276
1.982 -0.034 -0.676
1.623 0.306 0.139
-1.226 1.845 -0.106
-0.682 -0.811 0.122
-2.050 -1.402 0.886
-0.142 -0.259 0.540
0.428 0.148 0.129
-0.639 -0.074 0.339
0.770 1.167 0.053
0.700 -0.495 -0.716
0.619 0.441 -1.018
0.013 -0.374 0.205
-0.710 -0.286 0.506
-0.370 0.000 -0.238
0.652 0.057 -0.114
-0.622 0.446 -0.313
-0.535 -0.066 0.162
0.332 -0.220 0.004
0.122 -0.395 0.312
-0.738 -0.009 0.012
-0.190 0.349 -0.212
-0.259 0.102 0.957
-0.379 -0.001 -0.629
-1.371 1.999 1.453
0.950 0.761 0.129
-0.307 -0.168 -0.069
-0.194 -0.189 0.265
0.019 0.843 -0.223
0.155 -0.196 0.327
0.553 -0.220 -0.843
-0.195 0.091 -0.108
-0.050 -0.108 0.055
0.594 -0.263 -0.230
0.576 -0.752 0.079
0.408 -0.373 -0.708
-0.130 -0.779 0.050
0.217 -2.640 3.307
0.105 2.217 -0.485
-0.711 0.694 -0.562
0.422 0.379 -2.493